1.
A structure of composition C42H77CrN9O2. Source: the Open Molecules 2025 dataset; level of theory: ωB97M-V/def2-TZVPD.

## Properties
**ΔE to the lowest compared entry with this formula, charge and spin**: 100.3 kJ/mol
**Highest occupied orbital energy (spin up / spin down)**: -12.804 / -12.804 eV
**HOMO-LUMO gap (spin up / spin down)**: 0.239 / 0.288 Eh

ORCA input file:
```
! wB97M-V def2-TZVPD RIJCOSX def2/J DEFGRID3
* xyz 1 4
Cr -1.71 0.74 3.62
C 1.89 1.77 4.95
C 1.35 0.35 4.81
C 1.65 -0.48 6.04
O 0.05 0.45 4.49
H 1.70 2.36 4.04
H 2.97 1.82 5.07
H 1.45 2.31 5.79
H 1.95 -0.07 3.98
H 1.21 -0.11 6.97
H 2.74 -0.46 6.18
H 1.34 -1.52 5.93
C -1.41 -0.79 -0.35
C -0.72 -0.74 1.01
C 0.64 -0.05 0.98
O -1.56 -0.23 2.02
H -2.36 -1.32 -0.28
H -0.77 -1.34 -1.03
H -1.59 0.21 -0.74
H -0.49 -1.80 1.24
H 1.26 -0.35 1.82
H 0.53 1.05 1.02
H 1.13 -0.21 0.02
C -1.51 4.84 -2.54
C -1.77 3.94 -1.32
C -0.83 2.72 -1.24
C 0.54 3.09 -0.93
N 1.59 3.39 -0.69
H -0.53 5.31 -2.50
H -2.31 5.59 -2.54
H -1.59 4.25 -3.45
H -2.79 3.58 -1.34
H -1.62 4.57 -0.44
H -0.83 2.18 -2.19
H -1.19 2.04 -0.47
C -6.38 -3.10 2.06
C -5.57 -1.82 1.96
C -4.88 -1.59 0.63
C -5.75 -1.48 -0.56
N -6.44 -1.36 -1.44
H -6.70 -3.27 3.08
H -5.79 -3.95 1.72
H -7.25 -3.02 1.40
H -4.78 -1.86 2.72
H -6.17 -0.95 2.24
H -4.21 -2.44 0.43
H -4.24 -0.70 0.64
C 3.01 -1.28 -3.79
C 3.71 -0.09 -3.19
C 2.82 1.07 -2.71
C 1.75 1.48 -3.63
N 0.89 1.84 -4.27
H 3.71 -2.10 -3.96
H 2.56 -1.06 -4.76
H 2.19 -1.61 -3.14
H 4.43 0.32 -3.92
H 4.35 -0.34 -2.34
H 3.45 1.93 -2.50
H 2.33 0.75 -1.78
C 0.13 -3.03 -5.05
C -0.39 -1.62 -4.78
C -0.46 -0.86 -6.11
C 0.81 -0.76 -6.84
N 1.80 -0.67 -7.41
H 0.01 -3.66 -4.18
H 1.20 -2.99 -5.29
H -0.38 -3.50 -5.89
H 0.27 -1.13 -4.07
H -1.42 -1.60 -4.42
H -0.76 0.18 -5.99
H -1.18 -1.29 -6.81
C 1.13 -3.15 3.07
C 1.42 -4.33 3.98
C 1.83 -5.55 3.19
C 0.75 -5.93 2.29
N -0.11 -6.12 1.57
H 0.56 -3.47 2.19
H 2.04 -2.72 2.64
H 0.58 -2.35 3.56
H 0.59 -4.58 4.65
H 2.24 -4.08 4.67
H 2.04 -6.40 3.84
H 2.69 -5.35 2.56
C 1.61 -3.54 -0.46
C 1.36 -4.27 -1.76
C 0.16 -5.22 -1.80
C -1.12 -4.58 -1.50
N -2.11 -4.06 -1.25
H 1.77 -4.17 0.42
H 0.76 -2.89 -0.20
H 2.48 -2.90 -0.58
H 2.25 -4.85 -2.01
H 1.25 -3.50 -2.53
H 0.25 -6.05 -1.10
H 0.08 -5.62 -2.82
C 0.93 5.34 4.77
C 1.26 5.38 3.28
C 0.08 5.06 2.37
C -0.43 3.72 2.59
N -0.84 2.68 2.80
H 1.80 5.34 5.42
H 0.43 4.38 4.98
H 0.23 6.12 5.08
H 2.00 4.59 3.12
H 1.73 6.31 2.99
H 0.40 5.18 1.34
H -0.78 5.71 2.55
C -4.30 1.23 -2.77
C -3.61 1.73 -4.04
C -4.00 3.11 -4.52
C -5.43 3.16 -4.89
N -6.53 3.19 -5.14
H -4.28 1.96 -1.96
H -3.82 0.30 -2.46
H -5.34 1.02 -3.00
H -3.71 1.00 -4.84
H -2.52 1.76 -3.86
H -3.47 3.32 -5.46
H -3.87 3.89 -3.78
C 5.23 1.10 3.34
C 4.75 2.33 2.55
C 3.77 1.97 1.44
C 4.10 0.77 0.68
N 4.29 -0.21 0.16
H 5.94 0.51 2.77
H 4.38 0.45 3.59
H 5.72 1.37 4.27
H 5.64 2.79 2.12
H 4.28 3.05 3.23
H 3.62 2.83 0.79
H 2.79 1.70 1.88
*
```



2.
A structure of composition C42H78Br18Hg2N4O4. Source: the Open Molecules 2025 dataset; level of theory: ωB97M-V/def2-TZVPD.

## Properties
**Highest occupied orbital energy (spin up / spin down)**: -2.599 / -3.412 eV
**HOMO-LUMO gap (spin up / spin down)**: 0.122 / 0.152 Eh

ORCA input file:
```
! wB97M-V def2-TZVPD RIJCOSX def2/J DEFGRID3
* xyz -1 2
Hg -0.90 11.76 15.40
Hg -4.74 12.31 16.84
C -6.51 13.43 21.05
C -5.62 12.68 19.98
C -4.79 11.59 20.71
C -5.38 10.18 20.82
C -6.15 9.73 19.55
C -7.08 10.81 18.94
N -6.27 12.01 18.79
O -6.84 12.94 17.83
C -8.34 11.03 19.88
C -7.52 10.16 17.62
C -4.58 13.79 19.51
H -7.21 14.03 20.47
H -5.89 14.13 21.61
H -6.98 12.84 21.84
H -4.62 11.88 21.75
H -3.73 11.65 20.50
H -6.11 10.31 21.62
H -4.61 9.44 21.06
H -6.70 8.85 19.87
H -5.36 9.43 18.86
H -8.87 10.08 19.92
H -8.98 11.73 19.35
H -8.15 11.18 20.94
H -7.99 9.19 17.77
H -6.71 9.93 16.92
H -8.21 10.71 16.98
H -5.12 14.61 19.04
H -3.91 13.38 18.75
H -3.94 14.17 20.30
C -6.17 11.94 14.21
C -5.51 13.31 13.98
C -6.57 14.42 14.41
C -5.98 15.79 14.37
C -4.81 15.84 15.21
C -3.64 14.78 14.86
N -4.29 13.50 14.80
O -3.33 12.40 14.77
C -2.66 14.89 16.07
C -2.99 15.24 13.50
C -5.29 13.37 12.42
H -7.25 11.97 14.10
H -5.98 11.54 15.21
H -5.89 11.15 13.51
H -6.84 14.24 15.46
H -7.47 14.40 13.79
H -6.72 16.47 14.80
H -5.71 16.11 13.36
H -5.12 15.81 16.25
H -4.40 16.85 15.14
H -3.18 14.79 17.02
H -2.14 15.84 15.97
H -1.81 14.22 16.06
H -2.46 14.43 13.01
H -2.12 15.87 13.66
H -3.64 15.65 12.73
H -6.08 12.99 11.77
H -4.38 12.86 12.09
H -5.25 14.40 12.07
C -0.32 10.99 19.95
C -0.07 11.18 18.43
C 1.15 10.29 18.20
C 1.03 8.82 18.20
C -0.01 8.45 17.15
C -1.34 9.11 17.28
N -1.14 10.61 17.51
O -2.40 11.39 17.50
C -2.02 8.35 18.49
C -2.09 8.88 15.98
C 0.27 12.64 18.05
H -0.68 10.07 20.41
H -1.05 11.73 20.26
H 0.62 11.06 20.48
H 1.92 10.47 18.95
H 1.80 10.54 17.36
H 0.69 8.49 19.19
H 2.03 8.39 18.12
H -0.11 7.37 17.28
H 0.47 8.55 16.18
H -1.46 8.29 19.42
H -2.31 7.32 18.27
H -2.92 8.95 18.66
H -2.16 7.83 15.70
H -1.59 9.38 15.14
H -3.09 9.32 15.96
H 0.61 12.77 17.02
H 1.03 13.04 18.72
H -0.58 13.31 18.13
C 2.66 13.53 13.01
C 1.13 13.57 13.21
C 0.45 14.30 12.01
C 0.03 13.46 10.76
C -0.67 12.25 11.23
C 0.10 11.36 12.23
N 0.47 12.18 13.45
O 1.17 11.36 14.45
C 1.26 10.79 11.44
C -0.86 10.26 12.56
C 0.82 14.40 14.49
H 3.25 12.97 13.73
H 3.10 14.53 13.02
H 2.92 13.23 11.99
H 1.12 15.02 11.52
H -0.34 14.96 12.36
H 0.93 13.19 10.20
H -0.59 14.07 10.11
H -1.12 11.63 10.46
H -1.61 12.51 11.71
H 1.08 10.39 10.44
H 1.77 9.98 11.97
H 1.93 11.61 11.19
H -0.46 9.44 13.15
H -1.30 9.80 11.67
H -1.72 10.72 13.06
H -0.24 14.56 14.68
H 1.02 15.45 14.27
H 1.40 14.16 15.38
C -2.20 20.15 15.13
Br -0.89 21.35 15.81
Br -3.71 20.04 16.49
Br -1.34 18.34 14.90
H -2.56 20.55 14.18
C -7.56 11.34 9.50
Br -7.78 10.50 11.26
Br -8.15 13.22 9.58
Br -8.33 10.40 7.95
H -6.49 11.41 9.31
C -7.18 21.28 15.55
Br -9.06 21.48 16.14
Br -6.88 22.64 14.10
Br -6.81 19.39 15.07
H -6.62 21.50 16.46
C -8.76 16.35 17.17
Br -9.43 16.28 15.27
Br -9.65 15.17 18.46
Br -8.86 18.12 17.94
H -7.68 16.21 17.18
C -5.75 17.34 20.56
Br -6.57 19.15 20.55
Br -4.35 17.03 21.91
Br -5.04 17.13 18.72
H -6.54 16.60 20.72
C -3.13 10.01 8.43
Br -2.43 10.89 6.80
Br -4.57 8.73 7.97
Br -3.64 11.23 9.98
H -2.30 9.37 8.73
*
```